(1)
The following is a DFT calculation (ωB97M-V/def2-TZVPD) of a gas-phase ion, C8H9ClINP (charge +1) at a distorted geometry.

The geometry in XYZ format:
```
21
Properties=species:S:1:pos:R:3:forces:R:3:nbo_charge:R:1
C -2.628235 0.008969 -1.092184 -1.8 -0.5 -0.7 -0.13
C -2.875068 0.030194 0.268568 0.4 0.8 1.4 -0.22
C -1.390361 -0.029217 -1.641998 2.0 0.1 4.2 -0.20
C -1.781937 0.233121 1.078211 1.2 0.3 2.6 -0.12
C -0.253250 -0.013730 -0.831202 0.8 0.9 1.1 0.08
C -0.489716 0.172524 0.547079 -0.2 -0.5 0.0 -0.52
C 1.207414 0.092593 -1.234755 1.1 2.4 4.1 -0.43
C 2.165671 -0.856217 -0.484602 -2.4 2.7 1.9 -0.19
N 2.227126 -0.506683 0.989611 -3.1 0.7 -1.5 -0.95
P 0.868635 0.315024 1.677180 3.9 0.9 -2.7 1.42
Cl 0.673905 -0.499104 3.375768 -0.7 -0.7 1.9 -0.08
I 1.416936 2.747989 2.091058 -0.4 -1.5 -0.2 0.05
H -3.362248 0.001480 -1.888683 -0.8 -0.1 0.7 0.24
H -3.762544 0.031080 0.891831 -0.7 0.0 -1.2 0.26
H -1.295584 -0.015543 -2.624563 0.5 -0.1 -4.4 0.22
H -1.850873 0.491883 2.227396 -0.3 -0.8 -2.4 0.23
H 1.367825 -0.117342 -2.192017 0.4 -0.3 -4.3 0.23
H 1.633917 1.209068 -0.956393 -1.2 -2.5 -1.1 0.22
H 1.838946 -1.808772 -0.546277 -1.6 -3.3 -0.1 0.20
H 3.108666 -0.955393 -0.888984 2.3 0.9 -0.8 0.22
H 3.180776 -0.531924 1.234955 0.8 0.6 1.5 0.44
```
Forces are in eV/Å.

F_max = 4.91 eV/A
Molecular weight = 312.50 g mol⁻¹
E_HOMO = -13.3443 eV
Gap between HOMO and LUMO = 0.314 Eh
Charge = +1
SMILES = Cl[P@@]1(I)=[NH+]CCc2ccccc21
Relative energy (zero: lowest compared OMol25 entry of this formula, charge and spin) = 0.00 kJ/mol
DFT total energy = -1463.98520 a.u.



(2)
The following is a DFT calculation (ωB97M-V/def2-TZVPD) of C8H9ClO3 in the gas phase at a distorted geometry.

The geometry in XYZ format:
```
21
Properties=species:S:1:pos:R:3:forces:R:3:nbo_charge:R:1
C 2.513152 -0.859782 -0.027052 -0.4 0.6 0.4 -0.61
C 1.360098 0.122129 -0.467450 0.5 -0.5 0.0 -0.21
C 1.115871 1.081960 0.733349 0.3 0.0 -0.7 -0.62
C 0.096086 -0.694939 -0.926463 -0.3 -0.5 0.8 -0.45
C -1.231803 -0.256988 -0.314511 1.1 0.0 -0.7 -0.10
C -1.869947 0.905804 -0.445957 -0.6 -1.1 0.5 -0.11
Cl -1.427536 2.319480 -1.341633 -0.4 -0.8 0.7 0.07
C -3.158390 0.749408 0.387635 2.2 0.4 -2.3 0.76
O -3.779517 1.669452 0.741045 -2.0 0.8 1.0 -0.49
O -3.362501 -0.588613 0.598850 0.0 0.2 1.3 -0.50
C -2.087309 -1.176440 0.555478 -0.1 3.3 -2.6 0.78
O -1.804031 -2.167327 1.067017 0.5 -2.7 1.4 -0.48
H 2.102434 -1.716817 0.543358 0.2 0.3 -0.5 0.21
H 3.143877 -1.184902 -0.869935 -0.4 -0.1 0.3 0.21
H 3.150805 -0.312341 0.695463 -0.1 -0.3 -0.5 0.21
H 1.749679 0.642311 -1.365501 -0.3 0.2 0.7 0.21
H 0.716830 0.493461 1.579099 0.2 0.4 -0.2 0.21
H 0.454108 1.930736 0.499868 0.1 -0.5 0.2 0.21
H 2.099694 1.517082 0.993777 -0.6 -0.2 0.1 0.22
H -0.030041 -0.725884 -2.027096 0.2 0.2 0.5 0.24
H 0.248439 -1.747790 -0.609342 -0.2 0.5 -0.2 0.23
```
Forces are in eV/Å.

F_max = 4.24 eV/A
Molecular weight = 188.61 g mol⁻¹
E_HOMO = -10.4880 eV
Gap between HOMO and LUMO = 0.368 Eh
Charge = 0
SMILES = CC(C)CC1=C(Cl)C(=O)OC1=O
Relative energy (zero: lowest compared OMol25 entry of this formula, charge and spin) = 119.59 kJ/mol
DFT total energy = -996.13905 a.u.



(3)
The following is a DFT calculation (ωB97M-V/def2-TZVPD) of 2 unconnected molecules or ions with the total composition C8H9F2NO.

The geometry in XYZ format:
```
21
Properties=species:S:1:pos:R:3:forces:R:3:nbo_charge:R:1
O -0.019676 -0.665970 2.915074 0.7 -0.2 0.1 -0.62
C 1.143928 -0.973880 3.132654 -0.3 0.1 -0.2 0.67
N 2.111388 -0.873090 2.172584 0.3 0.0 -0.3 -0.84
C 1.630150 -1.491839 4.468481 -0.1 -0.1 0.5 -0.72
H 3.083794 -1.131403 2.357589 -0.9 0.2 -0.2 0.40
H 1.840732 -0.528246 1.248261 0.3 -0.3 0.7 0.41
H 0.780603 -1.536258 5.170555 0.4 0.0 -0.4 0.24
H 2.401671 -0.826654 4.891431 -0.2 -0.3 -0.2 0.23
H 2.055839 -2.504296 4.366813 -0.1 0.4 0.0 0.23
F 1.319618 0.477186 -1.775953 0.0 0.0 0.0 -0.33
F -3.824276 1.278113 -3.344719 0.1 0.0 0.0 -0.32
C -0.975548 0.518596 -1.234614 0.1 -0.1 0.2 -0.27
C -0.209839 1.031263 -3.483668 0.2 0.0 -0.1 -0.27
C -2.295017 0.723994 -1.636823 -0.2 0.0 0.1 -0.26
C -1.529128 1.236673 -3.885985 -0.1 0.1 -0.2 -0.26
C 0.041297 0.676219 -2.165794 -0.5 0.1 -0.1 0.38
C -2.546031 1.079057 -2.954805 0.2 0.0 0.1 0.37
H -0.729752 0.236653 -0.202294 -0.2 0.1 -0.5 0.25
H 0.626440 1.144752 -4.186062 -0.4 -0.1 0.4 0.23
H -3.131282 0.610506 -0.934415 0.5 0.1 -0.4 0.24
H -1.774913 1.518624 -4.918311 0.1 -0.1 0.5 0.24
```
Forces are in eV/Å.

F_max = 0.91 eV/A
Molecular weight = 173.16 g mol⁻¹
E_HOMO = -9.2258 eV
Gap between HOMO and LUMO = 0.368 Eh
Charge = 0
SMILES = Fc1ccc(F)cc1.CC(N)=O
DFT total energy = -639.98781 a.u.



(4)
The following is a DFT calculation (ωB97M-V/def2-TZVPD) of 2 unconnected molecules or ions with the total composition C8H9F3O3Si at a distorted geometry.

The geometry in XYZ format:
```
24
Properties=species:S:1:pos:R:3:forces:R:3:nbo_charge:R:1
C -4.443976 0.811611 0.436855 1.5 0.5 -0.7 -0.37
C -3.631814 -1.132746 -0.875946 0.1 2.4 0.4 -0.38
C -4.641112 -0.394230 -0.255869 0.6 0.7 1.5 0.44
C -3.148153 1.359258 0.332493 -0.9 -1.2 0.4 0.43
C -2.375812 -0.533049 -0.934851 -1.1 -0.3 1.1 0.45
C -2.142168 0.654840 -0.275871 1.9 1.2 -1.8 -0.38
C 1.099089 2.919317 -0.081025 1.5 4.0 0.1 -0.02
C 1.024051 -2.146811 0.381820 4.0 -2.9 0.6 -0.21
O 2.210785 -0.394197 -1.868533 -3.7 -1.7 4.4 -1.09
O 1.486689 1.811126 -0.596897 -0.5 -1.8 -0.5 -0.84
O 1.084565 -0.830129 0.389825 -0.4 5.6 -0.4 -0.90
F -5.878959 -0.865118 -0.092352 -0.3 -0.7 -0.6 -0.31
F -2.765885 2.521130 0.887409 -0.7 0.0 0.0 -0.31
F -1.394877 -1.195367 -1.555391 0.0 0.4 -0.1 -0.31
Si 2.059143 0.290718 -0.367283 0.1 -2.1 0.0 1.81
H -5.249758 1.312288 0.952982 0.0 -0.1 0.0 0.25
H -3.796764 -1.936370 -1.496821 -0.6 -2.0 -0.8 0.24
H 0.355859 3.222234 0.593127 -1.7 -1.3 0.9 0.16
H -1.233756 1.240682 -0.537220 -0.4 -0.8 0.7 0.24
H 1.804617 3.760261 -0.103448 0.2 -0.5 -0.6 0.12
H 0.533708 -2.606614 -0.406685 -1.0 -0.5 -2.0 0.17
H 0.587308 -2.508578 1.261355 -0.7 -0.5 1.6 0.17
H 2.122408 -2.504393 0.383289 -1.5 -0.3 -0.1 0.14
H 2.758772 -0.120199 -2.493901 3.7 2.0 -4.1 0.49
```
Forces are in eV/Å.

F_max = 6.02 eV/A
Molecular weight = 238.24 g mol⁻¹
E_HOMO (alpha / beta) = -7.7031 / -7.9664 eV
Gap between HOMO and LUMO (alpha / beta) = 0.253 / 0.312 Eh
Charge = 0
DFT total energy = -1124.98618 a.u.



(5)
The following is a DFT calculation (ωB97M-V/def2-TZVPD) of a molecular structure, C8H9F6N2O4Sn at a distorted geometry.

The geometry in XYZ format:
```
30
Properties=species:S:1:pos:R:3:forces:R:3:nbo_charge:R:1
Sn 1.761833 0.243967 -0.374224 -0.8 0.5 -0.5 1.31
N 0.543003 3.897727 2.672698 0.9 0.1 0.7 -0.82
C 0.752565 2.757259 1.817353 -2.8 0.7 0.0 -0.31
C 0.022056 2.845894 0.490928 -0.9 -0.8 -1.3 0.64
O -0.873821 3.680540 0.315944 0.4 0.1 0.3 -0.70
N 0.304501 1.875076 -0.424208 1.0 0.6 0.8 -0.79
C -0.465112 1.909105 -1.638156 -1.1 -0.2 0.7 -0.35
C 0.030045 0.995405 -2.709254 1.9 -1.6 -0.1 0.79
O -0.366152 1.048662 -3.851107 -0.3 0.1 0.1 -0.63
O 1.010731 0.119651 -2.339502 -0.9 1.1 -0.1 -0.90
H -0.372865 4.246859 2.524511 -1.0 0.5 -0.2 0.37
H 1.197738 4.632488 2.410352 -0.4 -0.1 0.1 0.34
H 0.392400 1.848221 2.272573 0.1 -0.5 0.4 0.20
H 1.746749 2.737514 1.645231 3.4 -0.8 -0.6 0.19
H -0.556866 2.886089 -2.075338 0.2 0.7 -0.1 0.22
H -1.512495 1.649459 -1.399743 0.2 -0.2 -0.3 0.22
C 0.774445 -2.878632 -1.058101 -0.6 0.5 0.8 -0.66
C -0.105293 -2.268673 0.055147 1.3 -0.8 -0.3 0.12
O 0.221627 -0.981420 0.256853 -0.2 0.8 0.5 -0.90
C -1.586985 -2.390360 -0.323121 -0.2 -0.3 -1.4 0.95
F -2.141178 -3.576459 -0.032699 -0.1 -0.4 0.6 -0.33
F -2.250114 -1.441071 0.263222 -1.2 0.8 0.7 -0.30
F -1.838199 -2.271860 -1.664452 0.7 0.3 0.3 -0.34
C 0.092195 -2.999752 1.432475 -0.9 -0.5 0.6 0.96
F 1.338950 -2.873310 1.938827 -0.5 0.2 -0.5 -0.33
F -0.790026 -2.502693 2.343230 0.7 0.3 -0.2 -0.33
F -0.185242 -4.331442 1.444234 0.6 0.2 -0.5 -0.34
H 0.777026 -2.176336 -1.873078 0.1 0.6 -0.2 0.26
H 0.307148 -3.734491 -1.496282 0.3 -1.2 0.1 0.22
H 1.771337 -2.947420 -0.624303 0.1 -0.6 -0.4 0.22
```
Forces are in eV/Å.

F_max = 3.53 eV/A
Molecular weight = 429.87 g mol⁻¹
E_HOMO = -5.7550 eV
Gap between HOMO and LUMO = 0.320 Eh
Charge = -1
DFT total energy = -1534.41232 a.u.



(6)
The following is a DFT calculation (ωB97M-V/def2-TZVPD) of a molecular structure, C8H9FIN2O6 at a distorted geometry.

The geometry in XYZ format:
```
27
Properties=species:S:1:pos:R:3:forces:R:3:nbo_charge:R:1
O 3.117368 1.785465 -0.399713 -0.4 -4.2 2.1 -0.56
C 3.062804 0.662049 0.148658 0.3 2.5 -1.2 0.80
O 4.108697 0.320985 1.093126 -1.2 -0.7 -2.2 -0.72
C 1.928420 -0.443348 -0.075343 0.7 -0.3 0.0 -0.55
C 0.927367 -0.137336 -1.289287 0.8 0.4 -0.2 -0.41
C -0.032399 1.126039 -1.070582 -0.5 -0.5 -1.0 -0.40
C -1.287161 0.859070 -0.104206 -0.2 0.9 0.8 -0.12
N -2.351905 1.858177 -0.524234 0.3 -1.0 0.3 -0.68
I -4.006771 1.464305 0.687398 0.1 0.5 -0.3 0.24
C -0.870733 1.259186 1.393967 0.9 5.2 4.4 0.71
O -0.434918 0.456382 2.288398 -1.2 0.1 -3.2 -0.74
O -0.948232 2.616852 1.730082 -0.1 -5.8 -2.7 -0.78
C -1.952828 -0.592359 -0.260731 -1.0 -1.3 -4.4 0.71
O -2.388000 -0.900654 -1.417871 1.9 1.1 4.4 -0.57
N -2.075962 -1.618615 0.795570 1.4 -0.6 -0.9 -0.74
C -1.017376 -2.622309 0.746188 2.6 -0.3 1.7 0.98
O 0.006742 -2.666949 1.446832 -4.4 -0.2 -2.8 -0.52
F -1.209773 -3.682263 -0.215747 0.0 2.7 1.8 -0.36
H 4.451938 -0.558339 0.787623 -0.6 0.9 0.7 0.47
H 1.412614 -0.602881 0.935011 0.5 0.4 -1.4 0.30
H 2.462550 -1.442401 -0.318850 -0.7 1.5 0.5 0.21
H 1.574869 0.104291 -2.219577 -1.0 -0.4 1.5 0.22
H 0.367099 -1.110795 -1.566231 0.7 1.7 0.6 0.22
H 0.531583 2.071549 -0.739786 -0.9 -1.7 -0.2 0.28
H -0.478771 1.380686 -2.111320 0.6 -0.5 1.6 0.21
H -2.687312 1.632995 -1.476051 0.3 -0.3 0.6 0.37
H -2.209910 -1.219781 1.736677 1.1 -0.1 -0.5 0.45
```
Forces are in eV/Å.

F_max = 6.85 eV/A
Molecular weight = 375.07 g mol⁻¹
E_HOMO = -4.5670 eV
Gap between HOMO and LUMO = 0.256 Eh
Charge = -1
DFT total energy = -1268.74984 a.u.